{
  "formula": "C64H144FP4",
  "method": "ωB97M-V/def2-TZVPD",
  "charge": 2,
  "multiplicity": 2,
  "e_tot_ev": -108558.070,
  "orbital_gap_ev": [2.1387, 9.9697],
  "s2": 0.75,
  "elements": ["F", "C", "C", "C", "C", "P", "C", "C", "C", "C", "C", "C", "C", "C", "C", "C", "C", "C", "H", "H", "H", "H", "H", "H", "H", "H", "H", "H", "H", "H", "H", "H", "H", "H", "H", "H", "H", "H", "H", "H", "H", "H", "H", "H", "H", "H", "H", "H", "H", "H", "H", "H", "H", "H", "C", "C", "C", "C", "P", "C", "C", "C", "C", "C", "C", "C", "C", "C", "C", "C", "C", "H", "H", "H", "H", "H", "H", "H", "H", "H", "H", "H", "H", "H", "H", "H", "H", "H", "H", "H", "H", "H", "H", "H", "H", "H", "H", "H", "H", "H", "H", "H", "H", "H", "H", "H", "H", "C", "C", "C", "C", "P", "C", "C", "C", "C", "C", "C", "C", "C", "C", "C", "C", "C", "H", "H", "H", "H", "H", "H", "H", "H", "H", "H", "H", "H", "H", "H", "H", "H", "H", "H", "H", "H", "H", "H", "H", "H", "H", "H", "H", "H", "H", "H", "H", "H", "H", "H", "H", "H", "C", "C", "C", "C", "P", "C", "C", "C", "C", "C", "C", "C", "C", "C", "C", "C", "C", "H", "H", "H", "H", "H", "H", "H", "H", "H", "H", "H", "H", "H", "H", "H", "H", "H", "H", "H", "H", "H", "H", "H", "H", "H", "H", "H", "H", "H", "H", "H", "H", "H", "H", "H", "H"],
  "coordinates": [[0.814, 0.540, -0.987], [-8.081, -3.970, 4.272], [-7.256, -5.173, 3.854], [-5.848, -4.832, 3.485], [-4.718, -5.555, 4.166], [-3.078, -5.360, 3.415], [-1.644, -5.795, 4.572], [-0.545, -6.525, 3.746], [0.715, -6.812, 4.656], [1.527, -5.496, 4.983], [-3.129, -6.340, 1.914], [-3.219, -7.886, 2.102], [-2.307, -8.639, 1.158], [-2.771, -10.122, 0.786], [-2.808, -3.640, 3.028], [-1.316, -3.336, 2.593], [-1.038, -1.921, 2.149], [0.341, -1.630, 1.721], [-8.416, -3.256, 3.520], [-7.720, -3.366, 5.105], [-9.024, -4.293, 4.714], [-7.617, -5.696, 2.969], [-7.262, -5.869, 4.693], [-5.768, -3.745, 3.480], [-5.680, -5.085, 2.438], [-5.062, -6.567, 4.379], [-4.560, -5.245, 5.199], [-2.171, -6.442, 5.274], [-1.401, -4.958, 5.227], [-0.282, -5.859, 2.924], [-0.972, -7.458, 3.380], [1.445, -7.389, 4.087], [0.539, -7.146, 5.678], [1.711, -4.909, 4.083], [2.354, -5.498, 5.693], [0.818, -4.862, 5.516], [-2.350, -6.071, 1.200], [-4.118, -6.080, 1.538], [-4.270, -8.174, 2.120], [-2.801, -8.184, 3.063], [-1.332, -8.697, 1.640], [-2.062, -8.153, 0.213], [-2.813, -10.717, 1.699], [-2.026, -10.570, 0.128], [-3.727, -10.120, 0.263], [-3.002, -2.959, 3.856], [-3.548, -3.384, 2.271], [-0.924, -3.905, 1.751], [-0.748, -3.471, 3.513], [-1.303, -1.223, 2.943], [-1.738, -1.781, 1.326], [0.992, -1.790, 2.581], [0.437, -0.595, 1.394], [0.832, -2.201, 0.933], [-6.589, 1.323, -1.213], [-6.064, 1.558, -2.664], [-4.543, 1.639, -2.876], [-3.784, 0.244, -2.801], [-2.113, 0.193, -2.182], [-1.301, 1.602, -3.008], [-1.209, 1.503, -4.590], [0.085, 2.096, -5.236], [0.153, 2.344, -6.664], [-1.519, -1.383, -2.549], [-1.527, -1.992, -3.955], [-1.466, -3.548, -3.913], [-1.457, -4.022, -5.331], [-2.349, 0.520, -0.339], [-3.520, -0.031, 0.411], [-3.722, 0.743, 1.744], [-5.143, 0.642, 2.305], [-6.430, 0.309, -0.846], [-7.651, 1.567, -1.231], [-6.009, 1.995, -0.580], [-6.516, 2.491, -2.999], [-6.508, 0.826, -3.339], [-4.128, 2.432, -2.255], [-4.388, 2.124, -3.839], [-3.682, -0.233, -3.776], [-4.289, -0.483, -2.166], [-0.260, 1.679, -2.697], [-1.733, 2.571, -2.758], [-2.040, 2.032, -5.058], [-1.185, 0.464, -4.918], [0.862, 1.349, -5.073], [0.566, 2.927, -4.720], [-0.270, 1.455, -7.132], [1.168, 2.310, -7.060], [-0.392, 3.224, -7.007], [-2.144, -2.056, -1.961], [-0.468, -1.524, -2.297], [-0.662, -1.549, -4.448], [-2.420, -1.734, -4.523], [-2.341, -3.818, -3.323], [-0.681, -3.939, -3.266], [-2.466, -4.074, -5.739], [-0.952, -4.968, -5.527], [-0.837, -3.371, -5.947], [-2.324, 1.608, -0.400], [-1.460, 0.274, 0.241], [-3.541, -1.117, 0.493], [-4.450, 0.169, -0.123], [-3.393, 1.782, 1.742], [-3.031, 0.202, 2.390], [-5.864, 1.008, 1.573], [-5.387, 1.412, 3.036], [-5.302, -0.403, 2.571], [-0.775, 2.640, 5.398], [-1.095, 2.066, 4.060], [-0.051, 2.427, 3.019], [-0.101, 3.963, 2.788], [0.639, 4.644, 1.266], [2.419, 4.097, 1.390], [3.703, 4.905, 0.930], [4.916, 4.207, 1.270], [5.402, 4.411, 2.737], [-0.188, 3.984, -0.257], [0.223, 4.719, -1.643], [-0.674, 5.808, -2.276], [-0.306, 6.170, -3.700], [0.651, 6.493, 1.452], [-0.774, 7.046, 1.623], [-0.724, 8.584, 1.559], [-2.202, 9.010, 1.712], [0.242, 2.569, 5.784], [-1.343, 2.185, 6.208], [-1.050, 3.690, 5.497], [-2.132, 2.326, 3.843], [-1.208, 0.984, 4.125], [-0.275, 1.972, 2.054], [0.932, 2.098, 3.356], [0.437, 4.509, 3.562], [-1.105, 4.386, 2.820], [2.490, 3.061, 1.061], [2.494, 4.057, 2.476], [3.686, 5.856, 1.462], [3.792, 5.108, -0.137], [5.662, 4.618, 0.589], [4.787, 3.183, 0.920], [5.999, 5.322, 2.779], [6.061, 3.734, 3.281], [4.494, 4.455, 3.337], [-1.253, 4.085, -0.048], [-0.147, 2.898, -0.344], [0.488, 3.822, -2.203], [1.169, 5.257, -1.599], [-0.689, 6.674, -1.614], [-1.721, 5.508, -2.241], [0.605, 6.765, -3.625], [-1.069, 6.707, -4.263], [0.016, 5.275, -4.233], [1.189, 6.917, 0.604], [1.341, 6.797, 2.240], [-1.151, 6.673, 2.575], [-1.455, 6.606, 0.894], [-0.313, 8.894, 0.598], [-0.137, 8.995, 2.381], [-2.143, 10.093, 1.820], [-2.794, 8.638, 2.548], [-2.863, 8.944, 0.848], [9.020, 1.654, -2.121], [7.999, 0.574, -2.399], [6.676, 1.154, -2.150], [5.564, 0.142, -2.538], [3.909, 0.229, -1.853], [2.894, -0.632, -3.054], [3.419, -2.144, -3.250], [2.492, -3.140, -3.990], [3.040, -4.573, -3.524], [3.918, -0.546, -0.215], [4.840, 0.113, 0.858], [4.648, -0.154, 2.377], [4.577, -1.668, 2.753], [3.590, 2.048, -1.733], [3.062, 2.714, -2.943], [4.132, 3.185, -3.875], [4.899, 4.348, -3.289], [10.060, 1.333, -2.065], [8.783, 1.791, -1.066], [8.801, 2.483, -2.793], [8.166, -0.257, -1.714], [8.060, 0.358, -3.466], [6.562, 2.062, -2.743], [6.711, 1.290, -1.069], [5.903, -0.878, -2.360], [5.509, 0.362, -3.604], [3.125, -0.126, -3.992], [1.835, -0.462, -2.864], [3.630, -2.661, -2.313], [4.387, -2.224, -3.744], [2.676, -3.062, -5.061], [1.462, -3.025, -3.651], [2.939, -4.841, -2.473], [4.052, -4.670, -3.916], [2.621, -5.364, -4.145], [4.401, -1.497, -0.438], [2.873, -0.731, 0.036], [4.650, 1.183, 0.782], [5.909, -0.090, 0.784], [3.694, 0.231, 2.738], [5.446, 0.340, 2.932], [4.032, -2.212, 1.981], [4.085, -1.818, 3.713], [5.532, -2.140, 2.987], [4.505, 2.520, -1.375], [2.904, 2.152, -0.893], [2.583, 3.664, -2.708], [2.339, 2.017, -3.367], [3.553, 3.396, -4.774], [4.797, 2.351, -4.099], [5.776, 4.472, -3.924], [5.169, 4.499, -2.244], [4.303, 5.252, -3.417]],
  "atomic_forces_ev_per_a": [[0.15, 0.26, -0.17], [-1.56, 0.27, 0.55], [-0.18, -0.23, 0.41], [1.19, 1.02, -1.60], [0.20, 0.02, 2.00], [1.00, -0.08, 0.78], [-2.00, -0.96, -0.75], [0.51, 0.51, 2.31], [1.42, 1.96, -0.47], [-2.03, 0.75, -0.22], [-0.29, -0.79, 0.17], [0.55, 0.39, 0.71], [0.07, -1.87, -1.30], [0.67, 1.49, 0.62], [0.84, 0.89, -1.03], [-0.23, -0.06, 0.75], [-2.15, 0.02, -0.36], [1.86, 0.37, 0.23], [0.51, -0.19, -0.48], [0.90, -0.14, -0.10], [-0.22, -0.41, -0.19], [-0.84, 0.04, 0.35], [-0.07, -0.22, -0.03], [0.52, 0.09, 0.32], [-0.38, 0.15, -0.38], [0.58, -0.56, -0.69], [-0.06, 0.61, 0.29], [0.35, -0.69, 0.11], [0.37, 0.36, -0.64], [0.30, -0.32, -0.16], [0.26, 0.16, -0.08], [-0.42, -0.77, 0.28], [-0.58, -1.01, -0.49], [0.61, -0.20, -0.10], [0.28, -0.77, -0.52], [-0.21, 0.31, 0.18], [-0.11, 0.26, 0.02], [0.22, 0.55, -0.59], [0.11, -0.22, -0.35], [-0.51, 0.14, 0.48], [0.12, -0.20, 0.04], [-0.55, 0.42, -0.04], [-0.24, -0.12, -0.09], [-0.02, 0.02, 0.03], [-0.02, 0.01, 0.17], [-0.22, -0.33, 0.42], [0.04, 0.18, -0.54], [-0.28, -0.83, 0.23], [0.46, -0.56, -0.14], [-0.17, 0.17, 0.09], [-0.07, 0.40, -0.21], [0.31, 0.23, 0.22], [0.05, 0.15, 0.04], [-0.70, -0.43, -0.27], [0.85, 0.20, -1.22], [-0.36, -0.29, 0.40], [0.04, -0.46, -0.19], [-0.60, 0.73, -0.23], [-0.67, 2.16, 1.35], [1.40, 0.13, -1.38], [0.28, 0.67, -0.18], [1.45, -0.62, 2.92], [-0.88, -0.67, -2.25], [1.07, -1.96, -0.79], [-0.02, 0.05, 0.02], [-0.23, 1.36, 0.91], [0.46, -0.72, -0.86], [1.68, -0.03, -1.00], [-2.25, 1.58, -0.55], [0.47, -1.21, 0.40], [0.20, 0.66, -0.87], [-0.16, -0.03, -0.13], [0.09, -0.05, 0.43], [-0.36, 0.15, 0.34], [0.23, 0.24, 0.01], [0.16, -0.28, -0.02], [0.16, -0.36, 0.83], [0.10, -0.56, -0.46], [-0.47, 0.20, -0.23], [-0.43, -0.01, -0.03], [0.05, -0.44, 0.62], [-0.45, -0.19, 0.26], [-0.36, -0.32, 0.09], [-0.50, 0.02, 0.01], [0.09, -0.50, 0.31], [-0.69, 0.50, 0.56], [-0.45, 0.09, -0.51], [0.11, 0.59, 0.24], [0.10, -0.01, -0.10], [-0.08, -0.11, 0.80], [-0.10, 0.37, 1.08], [0.02, -0.32, -0.52], [0.00, 0.07, -0.14], [-0.39, -0.39, -0.36], [0.55, 0.24, -0.30], [0.11, 0.06, -0.15], [-0.37, -0.40, 0.50], [-0.26, 0.46, -0.10], [-0.45, 0.32, 0.36], [0.54, -0.09, -0.56], [0.43, -0.14, 0.37], [0.02, 0.00, -0.39], [0.11, 0.07, -0.55], [0.07, 0.37, 0.70], [-0.07, -0.77, -0.63], [0.60, -0.61, 0.98], [-0.62, 0.32, 0.33], [-0.19, 0.60, 1.92], [-0.17, -1.03, 0.17], [-0.99, 1.03, -0.79], [0.50, 0.37, -0.28], [1.67, -0.32, -0.27], [0.14, 0.46, -0.09], [-3.14, 1.20, -0.14], [3.00, -1.42, 0.62], [-0.41, 0.00, -0.29], [-0.25, 2.00, -0.22], [0.41, -0.47, 1.01], [-1.54, -1.11, 0.71], [1.18, -0.13, 0.37], [-0.27, -1.05, -0.71], [1.60, -0.03, 0.18], [-2.27, -1.66, 0.25], [0.17, 2.18, -0.35], [0.35, -0.18, -0.59], [-0.30, -0.26, -0.17], [0.08, 0.22, -0.29], [0.10, 0.57, -0.64], [0.53, -0.26, 0.05], [0.07, -0.42, 0.01], [0.04, 0.09, -0.11], [0.09, 0.00, 0.23], [-0.31, -0.36, 0.01], [-0.17, -0.08, -0.17], [0.15, -0.14, 0.22], [-0.11, 0.33, -0.21], [-0.87, 0.06, -0.13], [0.43, -0.13, 0.14], [0.32, -0.35, 0.46], [-0.59, 0.42, 0.08], [-0.12, -0.79, -0.77], [0.16, 0.46, 0.39], [-0.33, 0.60, -0.08], [1.04, -0.25, 0.13], [-0.54, 0.41, -0.95], [0.51, -0.28, 0.73], [0.36, 0.23, -0.01], [-0.20, -0.39, -0.09], [-0.01, 0.36, -0.40], [0.07, -0.06, 0.22], [-0.35, -0.10, -0.23], [-0.36, -0.12, -0.60], [-0.25, -0.45, 0.61], [-0.07, 0.40, 0.25], [0.04, 0.29, -0.41], [-0.02, 0.15, 0.08], [0.09, -0.07, -0.09], [-0.36, 0.22, 0.39], [0.60, -0.29, 0.23], [0.44, -0.65, -0.40], [-0.15, -0.74, 1.19], [1.52, -0.15, -1.52], [-1.55, -0.77, 1.23], [0.83, 0.46, -0.27], [0.22, 1.68, 0.32], [0.90, -1.35, -0.67], [-0.81, 0.21, 0.36], [1.41, -1.17, 1.57], [-0.46, 0.50, -2.08], [1.12, -0.63, 0.17], [-0.64, 1.00, 0.99], [-1.12, -1.68, -0.02], [0.34, 0.48, 0.38], [-0.03, -0.86, 1.98], [-0.57, 0.12, -0.08], [-0.20, -1.30, 0.23], [0.01, 1.47, -1.36], [-0.04, 0.02, -0.77], [0.25, 1.40, 0.16], [0.52, 0.30, 0.46], [0.05, -0.43, -0.52], [0.15, -0.99, -0.01], [-0.18, 0.24, 0.50], [-0.67, 0.88, 0.10], [0.18, -0.09, -0.27], [-0.50, -0.82, -0.27], [-0.02, 0.22, -0.17], [-0.05, -0.42, 0.46], [-0.25, 0.56, 0.54], [0.04, 0.71, -0.22], [-0.68, 0.06, -0.02], [-0.09, 0.09, -0.47], [0.05, 0.35, -0.10], [0.53, 0.35, 0.74], [-0.80, -0.05, 0.27], [-0.36, -0.46, -0.06], [-0.08, 0.24, 0.34], [0.55, 0.20, -0.15], [-0.05, 0.00, -1.14], [-0.05, 0.46, -0.18], [-0.02, 0.09, -0.14], [0.08, -0.21, 0.14], [-0.52, 0.24, -0.12], [0.32, 0.07, -0.76], [0.32, -0.18, -0.11], [-0.36, -0.24, -0.03], [-0.63, -0.30, 0.50], [-0.20, 0.41, -0.44], [0.74, 0.64, -0.39], [0.17, 0.02, -0.28], [0.25, 0.35, 0.35], [0.15, -1.28, 0.21], [-0.14, 0.21, -0.44]]
}